Record 1
The following is a quantum chemistry calculation of the molecule C7H14O3, from OMol25.

ORCA input file:
```
! RIJCOSX wB97M-V def2-TZVPD def2/J DEFGRID3
* xyz 0 1
C -0.391 -0.213 -0.065
C 1.021 0.316 -0.897
C -1.578 0.753 -0.223
C -0.775 -1.558 -0.714
C 0.710 1.404 -1.920
C -0.048 -0.323 1.382
C 0.591 0.475 2.234
O -0.967 -1.354 2.052
O -0.228 -2.604 2.070
O 2.141 0.696 -0.117
H 0.222 -2.470 2.920
H 2.578 1.471 -0.503
H 1.376 -0.558 -1.454
H -1.890 0.847 -1.268
H -2.448 0.378 0.327
H -1.341 1.750 0.162
H -1.029 -1.424 -1.771
H -1.648 -2.007 -0.229
H 0.046 -2.280 -0.652
H 0.420 2.336 -1.425
H -0.072 1.095 -2.616
H 1.604 1.631 -2.513
H 0.592 0.265 3.298
H 1.114 1.372 1.925
*
```

Kohn-Sham gap = 10.4 eV
structure (SMILES) = C=C(OO)C(C)(C)[C@@H](C)O

---

Record 2
The following is a quantum chemistry calculation of the molecule C7H14O3, from OMol25.

ORCA input file:
```
! RIJCOSX wB97M-V def2-TZVPD def2/J DEFGRID3
* xyz 0 1
C -1.047 0.371 -0.211
C 1.239 -0.569 0.514
C 0.750 0.229 -0.584
C -1.681 -0.771 0.572
C -1.216 1.687 0.540
C -1.673 0.454 -1.601
C 3.061 -0.104 0.420
O 1.156 -1.946 0.310
O 3.915 -1.135 0.122
O 3.411 0.896 1.007
H 0.690 -2.336 1.066
H 3.347 -1.857 -0.217
H 1.034 -0.250 1.535
H 1.103 1.257 -0.582
H 0.837 -0.263 -1.553
H -1.309 -0.826 1.599
H -2.768 -0.625 0.654
H -1.511 -1.736 0.087
H -0.731 1.660 1.521
H -0.797 2.528 -0.021
H -2.278 1.914 0.704
H -1.234 1.261 -2.195
H -2.753 0.644 -1.536
H -1.543 -0.483 -2.151
*
```

Kohn-Sham gap = 9.1 eV
structure (SMILES) = CC(C)(C)C[C@@H](O)C(=O)O

---

Record 3
The following is a quantum chemistry calculation of the molecule C7H14O4, from OMol25.

ORCA input file:
```
! RIJCOSX wB97M-V def2-TZVPD def2/J DEFGRID3
* xyz 0 1
C 0.267 0.714 -1.100
C 0.809 -0.542 -0.138
C -1.016 0.687 -0.221
C -0.285 -0.090 0.893
C 2.172 -0.342 0.435
C 0.706 -1.916 -0.721
C -1.524 2.123 0.087
O -0.017 0.503 -2.411
O -2.044 -0.019 -0.754
O 0.157 0.697 1.927
O -0.948 -1.210 1.467
H 0.876 1.576 -0.737
H 2.134 0.360 1.246
H 2.864 -0.040 -0.359
H 2.421 -1.148 1.129
H 0.360 -2.689 -0.006
H 1.724 -2.337 -1.007
H 0.077 -1.890 -1.579
H -2.492 2.013 0.640
H -1.943 2.506 -0.815
H -0.743 2.761 0.432
H -0.914 0.139 -2.598
H -1.892 -0.909 -0.446
H 0.704 -0.023 2.425
H -1.454 -0.923 2.211
*
```

Kohn-Sham gap = 9.7 eV
structure (SMILES) = CC1(C)[C@@H](O)[C@@](C)(O)C1(O)O

---

Record 4
The following is a quantum chemistry calculation of a 2-piece molecular cluster, C7H14OS2 overall, from OMol25.

ORCA input file:
```
! RIJCOSX wB97M-V def2-TZVPD def2/J DEFGRID3
* xyz 0 1
C 2.578 -0.663 -1.643
C 1.760 -1.838 -1.163
C 1.156 0.157 0.467
C -1.141 1.936 0.317
C -1.268 -0.055 1.909
C -1.316 -0.354 -0.679
C -0.897 0.482 0.509
O 2.599 -1.818 1.284
S 1.737 0.894 -1.018
S 1.307 -1.585 0.561
H 3.650 -0.683 -1.080
H 2.663 -0.340 -2.676
H 0.864 -1.783 -1.761
H 2.506 -2.595 -1.249
H 1.437 0.855 1.284
H -2.284 2.144 0.185
H -0.711 2.113 -0.775
H -0.541 2.450 1.128
H -2.195 -0.669 2.023
H -0.528 -0.670 2.452
H -1.394 0.814 2.434
H -2.324 -0.312 -0.955
H -1.281 -1.449 -0.510
H -0.729 0.039 -1.404
*
```

Kohn-Sham gap = 8.8 eV

---

Record 5
The following is a quantum chemistry calculation of the molecule C7H14S, from OMol25.

ORCA input file:
```
! RIJCOSX wB97M-V def2-TZVPD def2/J DEFGRID3
* xyz 0 1
C -1.348 0.325 0.787
C 0.137 0.242 0.662
C -0.651 0.543 -0.571
C -1.009 -0.429 -1.611
C -0.783 2.045 -0.972
C 2.273 -1.219 0.164
C 0.915 -1.140 0.939
S 1.193 -1.181 2.792
H -1.872 -0.636 1.046
H -1.863 1.179 1.179
H 0.846 0.911 1.043
H -1.791 -0.016 -2.246
H -1.498 -1.252 -1.172
H -0.174 -0.762 -2.308
H 0.196 2.240 -1.531
H -1.044 2.680 -0.121
H -1.714 2.009 -1.750
H 2.011 -1.434 -0.878
H 2.830 -2.042 0.541
H 2.681 -0.163 0.265
H 0.210 -1.980 0.821
H 0.456 0.078 2.919
*
```

Kohn-Sham gap = 9.8 eV
structure (SMILES) = C[C@@H](S)[C@@H]1CC1(C)C

---

Record 6
The following is a quantum chemistry calculation of a 2-piece molecular cluster, C7H14Si overall, from OMol25.

ORCA input file:
```
! RIJCOSX wB97M-V def2-TZVPD def2/J DEFGRID3
* xyz 0 3
C -2.429 1.498 -0.267
C -1.993 1.672 0.958
C -1.045 1.264 -0.070
C -1.863 -1.481 -0.239
C 1.909 1.655 -0.307
C 1.002 -0.776 -1.655
C 0.843 -0.682 1.676
Si 0.502 0.279 -0.046
H -3.308 1.413 -0.946
H -2.163 1.856 1.980
H -1.222 -2.224 -0.817
H -2.743 -1.185 -0.736
H -2.141 -1.741 0.828
H 1.743 2.476 0.537
H 2.939 1.423 -0.149
H 1.802 2.184 -1.197
H 0.258 -1.520 -1.951
H 0.969 -0.038 -2.467
H 2.110 -1.078 -1.591
H 1.440 0.137 2.095
H -0.023 -0.907 2.315
H 1.522 -1.508 1.591
*
```

Kohn-Sham gap (spin up / spin down) = 7.0 / 9.0 eV

---

Record 7
The following is a quantum chemistry calculation of C7H15AgAlF3I2N2 as an isolated structure, from OMol25.

ORCA input file:
```
! RIJCOSX wB97M-V def2-TZVPD def2/J DEFGRID3
* xyz 0 1
C -3.661 0.602 -0.866
C -2.504 -0.499 -1.237
I -2.615 -0.835 -3.441
C -0.952 0.035 -0.913
I 0.278 -0.640 -2.588
Al -0.304 -0.526 0.946
N -1.684 -1.735 1.649
C 1.439 -1.593 0.997
C 2.693 -0.964 0.159
C 2.726 0.669 0.051
N 3.812 1.007 -0.992
C -0.339 1.094 2.271
F -1.690 1.760 2.156
F -0.240 0.580 3.676
F 0.654 2.139 1.939
H -4.324 0.168 0.025
H -4.334 0.715 -1.845
H -3.266 1.658 -0.555
H -2.716 -1.567 -0.772
H -1.013 1.207 -0.948
H -1.539 -1.712 2.694
H -2.606 -1.243 1.453
H 1.214 -2.665 0.521
H 1.675 -1.815 2.141
H 3.694 -1.324 0.685
H 2.766 -1.386 -0.953
H 3.123 1.105 1.064
H 1.737 1.165 -0.331
H 3.306 0.908 -1.914
H 3.922 2.059 -0.889
Ag 0.750 1.633 -4.181
*
```

Kohn-Sham gap = 5.0 eV

---

Record 8
The following is a quantum chemistry calculation of a 3-piece molecular cluster, C7H15BN2O3 overall, from OMol25.

ORCA input file:
```
! RIJCOSX wB97M-V def2-TZVPD def2/J DEFGRID3
* xyz 0 1
B -0.235 -1.248 1.012
C -1.088 0.893 -1.463
C 0.190 1.884 -3.599
C -1.832 1.918 -0.784
C -0.317 0.765 2.799
C 2.275 -2.120 0.207
C -0.978 -0.575 2.287
C 1.398 -1.036 0.937
N 1.147 1.159 -3.737
N -0.689 -0.136 -1.791
O -0.526 2.801 -3.465
O -0.254 -1.073 -2.412
O -1.026 -1.835 0.077
H -1.140 2.514 -0.113
H -2.011 2.610 -1.600
H -2.652 1.548 -0.133
H 0.282 1.252 1.988
H -1.183 1.435 3.049
H 0.196 0.534 3.734
H 3.279 -1.779 0.389
H 2.022 -3.013 0.806
H 2.074 -2.114 -0.874
H -1.101 -1.289 3.069
H -1.944 -0.415 1.891
H 1.888 -0.605 1.897
H 1.470 -0.141 0.101
H -0.508 -2.157 -0.765
H 1.265 0.224 -3.507
*
```

Kohn-Sham gap = 10.1 eV
structure (SMILES) = CC#[N+][O-].CCB(O)CC.N=C=O

---

Record 9
The following is a quantum chemistry calculation of the molecule C7H15BN2O4, from OMol25.

ORCA input file:
```
! RIJCOSX wB97M-V def2-TZVPD def2/J DEFGRID3
* xyz 0 1
O 0.000 2.048 0.850
O -1.945 2.031 -1.199
O -2.106 0.406 -2.993
O 2.148 -2.047 -1.603
B -1.433 0.989 -1.968
C 0.077 0.827 0.926
N 0.194 0.020 -0.187
N 1.267 -0.334 2.759
C 0.200 -1.473 -0.181
C 0.317 -0.724 -2.479
C -0.525 1.201 3.376
C 0.740 -1.883 -1.531
C 0.089 0.516 -1.611
C -0.020 0.235 2.318
H -1.254 2.202 -0.507
H -2.891 0.902 -3.280
H 2.540 -1.183 -1.376
H 1.957 0.401 2.652
H 1.573 -1.096 2.167
H 0.853 -1.902 0.561
H -0.813 -1.834 -0.027
H 1.063 -0.484 -3.241
H -0.583 -0.980 -3.041
H -1.573 1.513 3.234
H -0.429 0.805 4.408
H 0.101 2.094 3.286
H 0.290 -2.877 -1.823
H 0.875 1.243 -1.738
H -0.714 -0.617 2.247
*
```

Kohn-Sham gap = 9.7 eV
structure (SMILES) = C[C@H](N)C(=O)N1C[C@H](O)C[C@H]1B(O)O

---

Record 10
The following is a quantum chemistry calculation of an isolated ion of composition C7H15Br2N4 and charge +1, from OMol25.

ORCA input file:
```
! RIJCOSX wB97M-V def2-TZVPD def2/J DEFGRID3
* xyz 1 1
C -1.801 0.768 -2.232
C -0.964 -0.471 -2.116
C -1.691 -1.814 -2.210
N 0.322 -0.426 -1.990
N 0.862 -1.250 -0.996
C 1.505 -0.739 0.008
N 2.026 -1.638 0.908
N 1.706 0.607 0.138
C 0.503 1.374 0.502
Br 0.629 3.102 -0.438
C 0.356 1.696 2.005
C 0.500 0.500 2.942
Br -1.507 2.326 2.217
H -2.803 0.492 -2.556
H -1.905 1.291 -1.277
H -1.327 1.450 -2.946
H -1.107 -2.439 -2.891
H -1.764 -2.337 -1.249
H -2.687 -1.685 -2.626
H 0.783 -2.264 -1.062
H 1.318 -2.272 1.257
H 2.524 -1.173 1.653
H 2.422 0.803 0.832
H -0.397 0.863 0.177
H 0.975 2.549 2.279
H 1.536 0.174 3.071
H 0.159 0.832 3.926
H -0.173 -0.318 2.672
*
```

Kohn-Sham gap = 9.4 eV
structure (SMILES) = CC(C)=NN/C(N)=[NH+]\[C@H](Br)[C@H](C)Br

---

What is the formula in the first record?
C7H14O3